C72H188F6N16O20Sr | ωB97M-V/def2-TZVPD

```
! RIJCOSX wB97M-V def2-TZVPD def2/J DEFGRID3
* xyz 0 1
Sr 14.8634 -10.8761 -0.0260
C 16.1753 -13.8961 1.8469
O 16.9530 -12.7982 2.3398
O 15.4834 -13.3469 0.7526
C 17.0195 -15.2453 1.4794
F 16.2411 -16.2558 1.1250
F 17.7856 -15.0025 0.4251
F 17.5777 -15.6628 2.6099
C 17.7363 -13.0009 3.4958
C 18.5003 -11.7427 3.8323
H 17.8862 -10.9847 4.3187
H 19.3376 -12.0188 4.4731
H 18.9534 -11.3114 2.9396
H 18.5148 -13.7139 3.2243
H 17.2891 -13.3527 4.4255
H 15.5216 -14.1866 2.6694
C 23.3102 -12.5366 4.8247
O 22.9755 -13.3714 3.7182
O 23.4981 -13.4214 5.8866
C 24.5143 -11.5408 4.4901
F 24.4815 -11.0806 3.2001
F 24.3440 -10.4004 5.2299
F 25.7357 -12.0154 4.7895
C 21.7176 -13.2810 3.1411
C 21.6968 -14.0111 1.8931
H 22.3467 -13.7146 1.0697
H 21.8749 -15.0522 2.1621
H 20.6637 -13.9909 1.5463
H 21.5067 -12.2823 2.7586
H 21.0011 -13.7021 3.8463
H 22.3792 -11.9837 4.9502
C 7.4995 -14.6669 5.7798
C 7.8862 -13.3919 4.9833
C 8.7301 -13.6934 3.7352
O 10.0109 -14.2319 4.1116
C 11.0629 -13.3120 3.9113
N 6.6273 -12.7616 4.4868
H 7.3861 -14.4672 6.8454
H 8.3715 -15.3090 5.6557
H 6.7057 -15.2911 5.3697
H 8.4456 -12.6250 5.5189
H 8.8055 -12.9205 2.9703
H 8.2024 -14.4751 3.1887
H 10.7761 -12.3799 4.3982
H 11.2961 -13.0600 2.8768
H 11.9713 -13.7845 4.2849
H 6.0363 -13.4035 3.9781
H 6.8201 -12.0538 3.7925
C 19.1926 -11.5591 -2.0060
C 18.0094 -11.1937 -1.0215
C 18.2104 -9.8642 -0.2681
O 17.2230 -9.7026 0.6949
C 17.0987 -8.3163 1.0960
N 16.7517 -11.2652 -1.7752
H 19.3888 -10.7732 -2.7354
H 19.0389 -12.4964 -2.5407
H 20.0753 -11.7938 -1.4111
H 17.8592 -11.9566 -0.2576
H 18.1771 -9.1399 -1.0820
H 19.1714 -9.7679 0.2371
H 16.7836 -7.6164 0.3221
H 18.0398 -7.9745 1.5267
H 16.2996 -8.1930 1.8269
H 16.6860 -12.2542 -1.9690
H 16.9932 -10.8410 -2.6594
C 20.2447 -18.0426 2.1594
C 20.1762 -19.4607 2.3706
C 20.7881 -20.1954 1.1283
O 20.8459 -21.6175 1.1997
C 21.8056 -22.2692 0.3661
N 20.9773 -19.7945 3.6439
H 21.2477 -17.6160 2.1614
H 19.6782 -17.5224 2.9317
H 19.8801 -17.7725 1.1683
H 19.1526 -19.8353 2.3600
H 21.8037 -19.8308 0.9744
H 20.1823 -19.8597 0.2866
H 21.7585 -21.9561 -0.6769
H 21.5307 -23.3229 0.3196
H 22.8001 -22.0696 0.7651
H 20.7332 -20.7360 3.9160
H 20.6499 -19.0290 4.2157
C 19.9503 -16.1074 5.9432
C 20.9721 -16.9284 6.6487
C 22.2708 -17.1644 5.8753
O 23.4042 -17.2624 6.7280
C 23.8147 -18.6343 7.0708
N 21.1088 -16.2498 7.8644
H 19.7815 -16.6691 5.0245
H 20.2513 -15.0751 5.7645
H 18.9627 -16.0906 6.4041
H 20.4586 -17.8478 6.9300
H 22.5015 -16.2845 5.2748
H 22.1766 -17.9941 5.1747
H 24.8823 -18.5585 7.2772
H 23.7805 -19.3779 6.2745
H 23.3607 -18.9561 8.0080
H 21.2337 -16.9833 8.5474
H 20.2260 -15.9001 8.2086
C 13.9901 -11.8278 3.8734
C 14.5191 -10.4782 3.6444
C 15.1307 -9.8507 4.9401
O 15.4708 -8.5394 4.6332
C 16.4366 -8.0600 5.4712
N 15.4046 -10.4369 2.4700
H 14.5232 -12.4478 4.5941
H 13.9910 -12.5176 3.0294
H 12.9733 -11.7354 4.2552
H 13.7412 -9.7353 3.4681
H 15.9603 -10.4514 5.3130
H 14.4087 -9.9194 5.7538
H 16.6776 -7.0118 5.2946
H 17.3469 -8.6320 5.2919
H 16.1874 -8.2216 6.5200
H 15.7882 -9.5180 2.6388
H 16.1448 -11.0438 2.7923
C 16.6832 -7.9754 9.1660
C 17.3833 -6.6243 9.5846
C 17.1729 -5.5039 8.6189
O 17.3545 -5.5853 7.1474
C 17.3244 -4.3497 6.4506
N 17.1042 -6.4121 10.9980
H 16.8213 -8.6029 10.0465
H 17.1963 -8.4484 8.3287
H 15.6590 -7.8743 8.8068
H 18.4324 -6.8410 9.3832
H 17.6748 -4.6191 9.0105
H 16.1219 -5.2155 8.6047
H 16.3957 -3.7791 6.4586
H 17.4722 -4.5790 5.3953
H 18.0584 -3.6192 6.7908
H 16.1465 -6.7162 11.0993
H 17.7103 -7.0625 11.4773
C 19.8196 -5.4948 2.7320
C 20.7454 -5.8213 3.9472
C 22.2167 -5.9840 3.5718
O 22.7930 -6.8974 4.4710
C 24.2048 -6.9586 4.3074
N 20.5562 -4.7721 4.9718
H 19.9483 -6.0229 1.7872
H 19.9828 -4.4454 2.4866
H 18.8038 -5.5700 3.1201
H 20.4834 -6.8150 4.3105
H 22.6928 -5.0225 3.7641
H 22.3276 -6.1947 2.5081
H 24.5975 -7.0850 3.2985
H 24.5124 -7.8571 4.8424
H 24.6813 -6.0470 4.6679
H 21.1794 -4.9029 5.7558
H 20.8410 -3.8618 4.6395
C 15.4374 -19.9455 2.6075
C 16.1623 -19.5952 3.8293
C 15.9163 -18.1525 4.3568
O 14.6581 -17.5263 4.1071
C 14.6270 -16.2559 4.8122
N 15.8864 -20.5673 4.9120
H 14.3770 -19.7306 2.7403
H 15.6299 -20.9678 2.2819
H 15.6461 -19.2683 1.7794
H 17.2415 -19.7311 3.7586
H 16.7281 -17.5756 3.9138
H 16.0564 -18.2543 5.4330
H 15.4126 -15.5235 4.6265
H 14.6248 -16.5999 5.8465
H 13.6787 -15.7604 4.6044
H 14.9329 -20.6675 5.2297
H 15.9318 -21.5283 4.6044
C 10.9701 -10.4038 -0.9590
C 11.5224 -11.7125 -0.6649
C 12.4083 -12.1480 -1.8961
O 13.4848 -11.3166 -1.9914
C 13.9365 -11.0393 -3.3814
N 12.2663 -11.8430 0.5649
H 11.7142 -9.6132 -1.0559
H 10.2335 -10.0224 -0.2518
H 10.5435 -10.4769 -1.9594
H 10.5867 -12.2716 -0.6660
H 11.8684 -12.1419 -2.8429
H 12.7348 -13.1584 -1.6501
H 14.6828 -10.2449 -3.3768
H 13.1291 -10.7025 -4.0316
H 14.4666 -11.8568 -3.8700
H 12.2038 -12.8056 0.8642
H 11.6914 -11.2449 1.1410
C 15.9323 -21.3862 -3.0822
C 17.4181 -21.6105 -3.0365
C 18.0665 -21.0895 -1.7636
O 18.5479 -19.7712 -1.8198
C 17.6544 -18.6724 -1.5648
N 17.9064 -22.8985 -3.3528
H 15.6667 -20.3313 -3.1501
H 15.5488 -21.9376 -2.2237
H 15.4969 -21.8251 -3.9799
H 17.8657 -20.8782 -3.7085
H 18.8222 -21.8196 -1.4741
H 17.2442 -21.1301 -1.0492
H 18.2816 -17.7811 -1.5850
H 17.1667 -18.7696 -0.5949
H 16.9156 -18.4631 -2.3384
H 18.8773 -22.8892 -3.6310
H 17.3677 -23.3748 -4.0620
C 12.5177 -17.2287 1.2494
C 12.0793 -15.8576 0.6205
C 10.5666 -15.6464 0.8509
O 9.9555 -16.6385 0.0963
C 8.9103 -17.3266 0.7328
N 12.7818 -14.7707 1.2761
H 13.5819 -17.3746 1.4347
H 12.3692 -17.8757 0.3849
H 12.0446 -17.5393 2.1810
H 12.2121 -15.6143 -0.4336
H 10.3902 -14.5970 0.6148
H 10.1072 -15.6576 1.8393
H 8.6372 -18.2060 0.1496
H 7.9378 -16.8402 0.6562
H 9.0396 -17.6899 1.7523
H 13.7141 -14.6521 0.9062
H 12.9966 -15.1057 2.2044
C 16.5537 -14.1186 7.0290
C 16.1165 -14.5579 8.3880
C 17.3193 -14.9115 9.3612
O 18.3187 -15.8890 8.9277
C 17.8117 -17.2291 8.9036
N 15.2605 -13.5160 8.9146
H 17.1889 -13.2332 7.0543
H 15.7619 -13.9461 6.2999
H 17.1600 -14.9254 6.6173
H 15.5837 -15.5068 8.3259
H 16.8709 -15.2365 10.3000
H 17.7859 -13.9512 9.5807
H 18.6459 -17.8358 8.5513
H 17.0780 -17.1814 8.0989
H 17.3934 -17.4833 9.8775
H 14.4992 -13.2450 8.3086
H 14.8981 -13.7569 9.8260
C 20.3359 -6.6975 -1.5471
C 21.6454 -6.5790 -0.8118
C 22.1472 -7.8663 -0.2343
O 21.4142 -8.3833 0.8209
C 21.8811 -9.5314 1.5265
N 22.6465 -6.1425 -1.7483
H 20.2154 -5.8705 -2.2468
H 19.6340 -6.6054 -0.7182
H 20.3258 -7.6725 -2.0344
H 21.6647 -5.7942 -0.0556
H 23.1454 -7.7883 0.1964
H 22.2460 -8.6280 -1.0076
H 22.5999 -9.3535 2.3264
H 22.1382 -10.3355 0.8369
H 20.9769 -9.8337 2.0548
H 22.8930 -6.8560 -2.4193
H 22.3930 -5.3960 -2.3797
C 16.0634 -14.4083 -4.5979
C 15.4365 -14.4056 -3.1544
C 15.1622 -15.7977 -2.5685
O 14.1755 -16.4205 -3.4235
C 13.7805 -17.7244 -2.9534
N 16.4217 -13.7624 -2.2406
H 17.0907 -14.7718 -4.6185
H 16.0751 -13.3716 -4.9345
H 15.4864 -14.9847 -5.3210
H 14.4721 -13.9014 -3.2164
H 14.8645 -15.6888 -1.5256
H 16.0076 -16.4857 -2.5663
H 12.7761 -17.6466 -2.5371
H 14.4737 -18.0402 -2.1737
H 13.8565 -18.5068 -3.7085
H 17.3378 -14.1593 -2.3932
H 16.1916 -13.9723 -1.2798
C 24.4438 -12.1635 11.3215
C 23.8445 -13.1593 10.3606
C 22.4232 -12.7119 10.0543
O 21.7951 -13.5586 9.0359
C 20.5461 -12.9771 8.4821
N 24.5741 -13.1489 9.0720
H 23.8356 -12.1975 12.2254
H 24.4345 -11.1278 10.9817
H 25.4964 -12.2992 11.5697
H 23.7325 -14.1945 10.6828
H 22.4573 -11.6669 9.7459
H 21.8804 -12.9902 10.9576
H 20.0765 -13.7079 7.8236
H 21.0062 -12.2388 7.8253
H 19.8275 -12.5569 9.1858
H 25.5384 -13.1024 9.3688
H 24.4700 -12.2368 8.6508
C 21.0965 -8.4747 12.2459
C 21.6332 -9.1900 10.9605
C 20.8519 -8.8731 9.6535
O 20.8442 -9.7890 8.6837
C 20.2314 -9.2466 7.5293
N 23.0602 -8.8967 10.8522
H 21.1885 -7.3894 12.2023
H 21.6691 -8.9040 13.0680
H 20.0365 -8.6640 12.4149
H 21.4008 -10.2419 11.1265
H 21.2355 -7.9188 9.2926
H 19.8042 -8.6925 9.8942
H 19.9939 -9.9146 6.7014
H 21.0602 -8.6167 7.2060
H 19.3486 -8.6594 7.7821
H 23.4665 -9.4232 10.0920
H 23.3228 -7.9387 10.6696
*
```

The value obtained for the HOMO-LUMO gap is 3.344 eV. Its largest force on an atom is 0.10136 hartree/bohr. The HOMO energy comes out at -4.606 eV. Its lowest unoccupied orbital energy is -1.3 eV.